[1]
Entry from OMol25: 2 unconnected molecules or ions with the total composition C3H7N3O2 (wB97M-V/def2-TZVPD).

```
15
Properties=species:S:1:pos:R:3:forces:R:3:lowdin_charge:R:1
C -0.260 0.111 1.781 -2.3 -1.1 -1.6 -0.026
C 0.772 -0.545 -1.255 -1.1 -1.9 1.2 -0.158
C -0.446 0.446 0.406 -0.9 1.7 -0.5 -0.076
N -0.197 -1.151 -1.595 -0.9 -0.2 0.4 0.110
N 1.921 -0.049 -1.339 1.0 0.7 -0.4 0.257
N -1.684 0.138 -0.039 0.8 0.4 -1.6 0.213
O 0.723 0.249 2.502 2.4 1.1 0.9 0.288
O -1.388 -1.245 -1.302 -0.5 -0.8 -0.6 0.078
H -1.151 -0.385 2.225 0.9 0.1 0.3 0.195
H 0.055 1.268 -0.140 -0.2 -0.5 0.9 0.171
H 2.766 -0.415 -0.921 0.2 0.0 -0.2 0.178
H 1.503 0.754 2.124 -0.7 -0.5 0.5 0.226
H -2.091 0.554 -0.900 0.2 0.3 1.1 0.210
H -2.356 -0.327 0.539 -0.6 -0.4 0.5 0.171
H 1.833 0.599 -2.086 1.8 1.2 -0.9 0.164
```
Positions in Å, forces in eV/Å.

The LUMO energy (spin up / spin down) is -0.4099 / -0.4099 Eh. Its charge is +2. The value obtained for the relative energy (zero: lowest compared OMol25 entry of this formula, charge and spin) is 555.98 kJ/mol.

[2]
Entry from OMol25: a molecular structure, C5F15InO15S5 (wB97M-V/def2-TZVPD).

```
41
Properties=species:S:1:pos:R:3:forces:R:3:lowdin_spin:R:1
In -1.281 -0.041 -0.067 0.8 0.2 0.3 0.008
C 2.111 3.789 -0.313 0.6 -3.6 0.1 0.000
F 1.684 3.646 -1.597 0.2 1.1 0.9 0.000
F 3.284 4.441 -0.283 -0.5 0.6 -0.3 0.000
F 1.207 4.409 0.435 -0.1 0.7 -0.4 0.000
S 2.416 1.998 0.367 0.8 -2.5 0.3 -0.001
O 3.387 1.375 -0.538 -1.0 1.4 0.3 0.017
O 2.946 2.132 1.704 0.2 1.5 0.3 0.005
O 1.115 1.328 0.413 -0.2 1.0 -0.9 0.006
C 1.539 -3.770 -1.863 -2.7 0.8 1.1 -0.011
F 1.376 -4.983 -1.363 -0.2 -0.9 1.1 -0.002
F 2.408 -3.861 -2.769 2.7 0.3 -2.3 -0.002
F 0.351 -3.460 -2.458 0.8 0.3 1.0 -0.002
S 2.086 -2.542 -0.485 -0.7 0.1 2.3 -0.056
O 2.995 -3.276 0.461 -2.1 1.3 -2.6 0.272
O 2.874 -1.496 -1.180 0.0 -0.7 0.3 0.532
O 0.829 -1.991 0.048 2.2 -1.3 -0.9 0.215
C 0.735 1.350 -4.973 -0.4 -1.6 1.5 0.001
F -0.485 0.912 -5.395 0.6 0.3 -0.2 0.000
F 1.568 1.366 -6.001 0.2 0.1 -0.7 0.000
F 0.581 2.573 -4.514 0.0 0.8 0.0 0.000
S 1.345 0.208 -3.577 3.2 -1.9 4.0 -0.001
O 2.735 0.553 -3.115 -3.1 1.0 -2.2 0.012
O 0.332 0.294 -2.533 -0.5 1.7 -0.6 0.000
O 1.360 -1.168 -4.016 -0.3 -0.5 -2.4 0.001
C -6.402 0.830 0.879 2.9 1.8 1.3 0.000
F -7.030 -0.286 1.010 -1.3 -1.3 -0.4 0.000
F -6.501 1.337 -0.363 -0.2 -0.5 0.4 0.000
F -6.967 1.741 1.730 0.0 -0.3 -0.5 0.000
S -4.517 0.504 1.411 3.7 -2.8 0.1 0.001
O -3.975 -0.456 0.428 -1.9 0.0 -0.7 0.003
O -3.724 1.713 1.222 -1.8 0.9 1.0 0.001
O -4.447 -0.206 2.717 -1.8 2.4 -1.2 0.000
C 0.321 -0.850 5.268 1.6 -0.1 -3.1 0.000
F 0.996 0.307 5.544 -0.9 -0.8 0.2 0.000
F 0.733 -1.793 6.107 0.3 -0.2 0.7 0.000
F -0.969 -0.707 5.416 -0.9 0.6 0.5 0.000
S 0.704 -1.403 3.394 -1.0 -1.3 -2.5 0.000
O -0.217 -0.743 2.489 -2.4 0.5 0.9 0.003
O 1.972 -0.908 2.997 2.8 0.0 1.7 0.000
O 0.524 -2.868 3.363 0.2 1.2 1.4 0.000
```
Positions in Å, forces in eV/Å.

As for the spin multiplicity: 2. The LUMO energy (spin up / spin down) is 0.2248 / 0.1056 Eh. Its charge is -3. As for the expectation value of S²: 0.76.

[3]
Entry from OMol25: C2H5N3OS2 in the gas phase (wB97M-V/def2-TZVPD).

```
13
Properties=species:S:1:pos:R:3:forces:R:3:lowdin_charge:R:1
C -0.034 -0.076 0.165 0.1 -0.4 0.2 -0.648
C -2.707 0.295 -0.216 1.6 1.3 1.8 -1.094
H 1.302 -1.297 -1.215 -0.7 -0.7 -1.1 0.048
H 2.516 -0.277 -0.916 -1.2 -1.3 1.4 0.123
H 1.025 -1.321 1.326 0.2 -1.8 0.9 0.089
H -2.216 1.299 -0.101 -0.3 -1.0 -0.8 0.028
H 1.538 1.196 0.924 0.0 0.8 -1.8 0.130
N 1.946 -1.091 -0.497 2.1 1.2 0.0 0.028
N 1.175 -0.667 0.621 -1.0 1.2 -1.0 -0.125
N 0.055 1.122 -0.225 -1.2 0.5 -0.5 -0.042
O 1.252 1.697 0.073 0.8 0.0 1.7 -0.078
S -1.594 -1.024 0.048 1.2 0.5 -0.3 0.896
S -4.259 0.144 0.013 -1.6 -0.3 -0.5 0.646
```
Positions in Å, forces in eV/Å.

The LUMO energy is -0.0229 Eh. The value obtained for the relative energy (zero: lowest compared OMol25 entry of this formula, charge and spin) is 394.78 kJ/mol. As for the SMILES: NN/C(=N\O)SC=S.

[4]
Entry from OMol25: 3 unconnected molecules or ions with the total composition C2H10O2S (wB97M-V/def2-TZVPD).

```
15
Properties=species:S:1:pos:R:3:forces:R:3:lowdin_spin:R:1
C -1.262 2.447 0.075 -2.8 -3.4 1.1 0.041
C -0.652 0.993 0.220 0.5 1.7 0.4 0.098
S 1.112 1.143 -0.037 1.1 0.5 0.0 0.247
H -0.909 3.132 0.821 0.1 0.3 0.4 0.004
H -1.078 2.802 -0.914 -0.1 0.3 -0.6 0.005
H -2.438 2.187 0.255 2.5 1.3 -0.5 0.008
H -1.041 0.343 -0.523 -0.6 -0.6 -0.6 0.027
H -0.787 0.560 1.205 -0.5 0.1 0.1 0.009
H 1.449 -0.089 -0.516 0.0 0.2 0.1 0.070
H 0.343 -2.691 -1.750 0.2 -0.1 -0.6 0.077
H 0.596 -1.233 -1.325 0.8 1.0 -1.0 0.069
O 0.183 -2.038 -1.062 -1.2 -1.4 1.3 0.232
H 1.610 -1.865 1.616 -0.1 -1.3 -0.4 0.014
H 1.343 -2.860 0.522 -0.9 0.1 -3.3 0.026
O 1.530 -2.831 1.414 1.0 1.2 3.8 0.073
```
Positions in Å, forces in eV/Å.

As for the spin multiplicity: 2. The LUMO energy (spin up / spin down) is 0.1269 / 0.1291 Eh. Its charge is -1. The value obtained for the relative energy (zero: lowest compared OMol25 entry of this formula, charge and spin) is 28.65 kJ/mol. As for the expectation value of S²: 0.75.

[5]
Entry from OMol25: 3 unconnected molecules or ions with the total composition C2H11NO2S (wB97M-V/def2-TZVPD).

```
17
Properties=species:S:1:pos:R:3:forces:R:3:lowdin_charge:R:1
C -0.004 -0.141 0.927 -0.4 -1.4 -1.5 -0.332
C 0.902 1.139 1.114 0.5 -1.7 1.1 -0.620
S 0.765 2.519 0.003 -0.5 0.4 0.2 0.703
N 0.039 -0.896 2.207 -0.1 -1.0 0.1 -0.048
H -1.095 -0.042 0.611 1.3 0.9 0.9 0.098
H 0.366 -0.741 0.031 0.1 0.6 1.0 0.088
H 0.615 1.482 2.091 -0.4 0.7 0.4 0.043
H 2.005 0.877 1.332 -1.6 0.0 -0.9 0.100
H 1.375 1.982 -1.029 0.3 -0.3 -0.6 -0.177
H -0.532 -1.778 2.344 0.4 1.8 -1.0 0.090
H 0.981 -1.247 2.308 0.3 0.1 0.2 0.048
H -2.452 -0.463 -1.247 -2.1 1.3 0.7 0.077
H -2.855 0.978 -1.172 0.6 2.0 -0.3 -0.007
O -3.230 0.148 -0.984 1.5 -3.3 -0.4 -0.074
H 0.646 -1.908 -2.831 -1.0 -1.6 -0.4 0.012
H 1.309 -0.686 -3.230 0.5 1.1 -1.1 0.018
O 1.165 -1.221 -2.476 0.6 0.4 1.4 -0.020
```
Positions in Å, forces in eV/Å.

The LUMO energy is 0.0131 Eh. The value obtained for the relative energy (zero: lowest compared OMol25 entry of this formula, charge and spin) is 108.24 kJ/mol. As for the SMILES: NCCS.O.O.